Record 1
Molecular formula: C29H55Cl3F3N5O8PS
Method: DFT, ωB97M-V with the def2-TZVPD basis set

**Total charge**: +1
**ΔE to the lowest compared entry with this formula, charge and spin**: 276.2 kcal per mole
**E_tot**: -120621.0230 eV
**HOMO-LUMO gap**: 6.92 eV

Geometry as XYZ:
```
105
Properties=species:S:1:pos:R:3:forces:R:3:lowdin_charge:R:1
C -2.25498 0.12362 -0.68902 -0.763 1.218 0.958 -0.137
C -0.85925 0.73976 -0.09013 -0.668 0.593 -1.585 -0.606
Cl -1.14246 1.61271 1.56305 -0.082 -0.835 -2.073 0.479
C 0.39234 -0.34441 -0.02553 0.823 2.455 -0.722 -0.578
Cl 1.20655 -0.21518 1.63075 -0.367 -1.044 -1.936 0.591
N 0.04129 -1.73478 -0.48592 -1.522 -6.753 -2.891 -0.009
C -0.31345 -3.01572 0.22681 -0.248 -1.530 -1.347 0.022
C -0.45280 -3.21093 1.84486 0.175 -0.937 -0.124 -0.066
C -1.86346 -2.64817 2.49198 -1.138 -0.459 2.552 -0.549
N -1.67354 -1.24793 3.11295 -0.192 -2.015 -0.266 0.033
N -3.05379 -2.72829 1.56244 0.504 1.820 0.678 0.051
N -2.14461 -3.56035 3.70504 0.415 0.086 -1.065 0.038
C -0.56102 -4.28786 -0.82831 1.590 6.412 1.772 -0.167
S -0.96096 -6.03369 -0.28702 -6.664 -3.430 -1.793 0.855
O -1.13700 -7.05918 -1.43135 1.799 4.289 3.547 -0.347
O -2.25385 -6.00830 0.57203 5.301 0.900 -2.349 -0.331
C 0.40018 -6.75812 0.84190 2.732 -2.073 3.476 -0.257
F 0.90052 -8.08790 0.33037 -1.732 5.349 1.817 0.026
F -0.21398 -7.03302 2.18474 2.246 1.039 -4.808 0.009
F 1.50395 -5.79687 1.06758 -3.534 -3.443 -0.945 0.014
N -0.37855 -3.64166 -2.18316 0.502 4.725 3.892 -0.267
P -0.61077 -4.63832 -3.63602 -0.185 -2.746 -1.864 0.916
C -2.47969 -5.17999 -3.70762 -1.627 0.939 -0.466 -0.281
C -0.27756 -3.70670 -5.26446 -0.128 2.461 0.066 -0.339
C -0.03604 -2.18710 -1.95986 -0.535 -0.943 1.308 -0.392
Cl 0.26840 -0.93692 -3.29700 -0.645 -2.547 2.624 0.690
H -2.98044 1.05633 -0.86016 1.743 -2.091 0.322 0.101
H -2.76166 -0.52310 0.14393 1.122 0.883 -1.831 0.060
H -2.16282 -0.39896 -1.73366 0.038 0.971 2.196 0.065
H -0.54632 1.62293 -0.83025 -0.359 -2.095 1.756 0.121
H 1.19293 0.06849 -0.81042 -1.741 -1.195 1.786 0.129
H 0.49308 -2.82973 2.46573 -2.183 -0.530 -1.729 0.112
H -0.46918 -4.38956 2.03668 -0.067 2.631 -0.601 0.105
H -0.91943 -1.40732 3.83398 -0.919 0.421 -0.768 0.040
H -2.52533 -1.00332 3.69722 1.187 -0.575 -1.079 0.097
H -3.60624 -1.84154 1.76821 0.676 -1.785 -0.475 0.089
H -3.64841 -3.56956 1.72646 0.886 1.104 0.042 0.081
H -2.71136 -3.05702 4.42300 0.547 -0.737 -1.127 0.088
H -2.57730 -4.45998 3.40220 0.312 1.069 0.512 0.077
H -3.10891 -4.66532 -2.83925 1.388 -1.325 -1.695 0.073
H -2.60552 -6.35300 -3.71461 0.654 2.514 0.395 0.065
H -2.98436 -4.79844 -4.71495 1.237 -0.620 2.055 0.063
H 0.82684 -3.27917 -5.24938 -2.310 -0.983 -0.001 0.052
H -1.02602 -2.77724 -5.28092 1.663 -1.975 -0.479 0.050
H -0.40033 -4.36833 -6.22817 0.036 0.994 2.305 0.080
C 2.57001 2.19470 -5.07285 -0.598 0.037 -0.082 -0.017
C 2.52165 2.49665 -3.59894 -0.787 0.280 0.687 -0.477
O 1.45613 2.72488 -3.02848 1.195 -0.488 -0.506 0.020
C 3.82727 2.50837 -2.84989 -0.448 0.235 0.401 -0.019
H 1.55445 2.22046 -5.48206 0.190 0.032 0.058 0.074
H 3.17332 2.94737 -5.58660 0.102 -0.210 0.009 0.094
H 2.98706 1.19746 -5.23433 0.202 0.148 -0.062 0.085
H 4.48665 3.27506 -3.26457 0.094 -0.215 -0.120 0.096
H 4.30030 1.52511 -2.91230 0.149 0.126 -0.132 0.093
H 3.63907 2.74054 -1.79629 0.065 -0.122 -0.411 0.047
C 0.55730 -2.30590 7.89594 -0.417 0.460 -0.090 -0.019
C 0.33570 -2.36318 6.40815 -0.563 0.780 -0.322 -0.467
O -0.29931 -1.48732 5.82292 0.647 -0.815 0.433 0.025
C 0.92119 -3.53335 5.66399 -0.092 0.202 -0.483 -0.018
H 0.07884 -1.40730 8.29976 0.215 -0.226 -0.088 0.068
H 0.11200 -3.18318 8.37186 0.235 -0.075 -0.026 0.092
H 1.62791 -2.25868 8.11057 -0.097 -0.159 0.073 0.094
H 0.49208 -4.46539 6.04044 0.197 0.033 0.031 0.094
H 2.00799 -3.54078 5.77915 -0.076 -0.160 0.171 0.091
H 0.68218 -3.44250 4.59909 -0.015 -0.079 0.281 0.046
C 3.04247 3.99420 1.67913 -0.294 -0.158 -0.423 -0.016
C 4.22277 3.19057 1.20271 -0.059 -0.723 -1.084 -0.474
O 4.16492 2.51963 0.17346 0.088 0.686 1.411 0.023
C 5.47667 3.23968 2.03409 0.255 -0.329 -0.345 -0.020
H 2.20884 3.86344 0.98097 0.181 0.016 0.145 0.083
H 2.72978 3.64535 2.66652 0.100 0.201 0.032 0.088
H 3.30523 5.05445 1.71560 -0.009 -0.079 0.221 0.090
H 5.27247 2.85717 3.03736 0.021 0.236 0.017 0.088
H 5.84789 4.26629 2.08634 -0.094 -0.055 0.210 0.090
H 6.24486 2.61241 1.56953 -0.187 0.142 0.094 0.087
C -3.94335 3.45974 -3.74722 -0.303 -0.524 0.155 -0.018
C -2.59830 2.79292 -3.63727 0.302 -0.864 0.208 -0.473
O -2.49750 1.60378 -3.33954 -0.121 1.005 -0.322 0.005
C -1.38132 3.63713 -3.90586 0.103 -0.635 0.035 -0.012
H -4.72942 2.72968 -3.52681 0.156 0.153 -0.050 0.084
H -4.01279 4.27722 -3.02519 0.036 0.101 -0.227 0.090
H -4.08981 3.83556 -4.76300 0.053 0.196 0.148 0.086
H -1.33656 4.46255 -3.19086 -0.044 0.113 -0.220 0.101
H -1.41362 4.02081 -4.92870 -0.048 0.302 0.153 0.062
H -0.48144 3.02381 -3.78982 -0.298 0.253 0.001 0.046
C -0.22435 2.39638 8.83059 -0.261 -0.415 0.124 -0.023
C 1.12070 1.72956 8.94054 0.100 -1.505 0.378 -0.482
O 1.22149 0.54042 9.23828 -0.102 1.492 -0.380 0.040
C 2.33768 2.57377 8.67196 0.347 -0.374 0.085 -0.026
H -1.01042 1.66632 9.05101 0.198 0.155 -0.048 0.085
H -0.29380 3.21386 9.55263 0.018 0.094 -0.208 0.088
H -0.37082 2.77220 7.81481 0.036 0.180 0.133 0.086
H 2.38244 3.39919 9.38696 -0.056 0.086 -0.209 0.088
H 2.30538 2.95745 7.64912 -0.054 0.186 0.137 0.084
H 3.23756 1.96046 8.78800 -0.220 0.122 -0.011 0.085
C -1.52387 5.70989 -9.09778 0.141 0.430 0.208 -0.024
C -1.08700 4.91561 -7.89605 0.630 0.858 1.199 -0.490
O -0.59973 5.46569 -6.90973 -0.623 -0.780 -1.178 0.046
C -1.26950 3.42232 -7.94758 0.175 -0.124 0.434 -0.025
H -1.33229 6.77330 -8.91912 -0.035 -0.264 -0.016 0.088
H -0.95653 5.39521 -9.97729 -0.219 -0.079 -0.031 0.088
H -2.59481 5.57077 -9.26581 0.108 -0.116 -0.174 0.088
H -0.69079 3.00566 -8.77585 -0.231 -0.013 -0.059 0.089
H -2.32909 3.18129 -8.06432 0.096 -0.058 -0.213 0.089
H -0.91052 2.98039 -7.01204 -0.058 0.095 -0.190 0.066
```
Forces are in eV/Å.



Record 2
Molecular formula: C29H55ClFN6O6
Method: DFT, ωB97M-V with the def2-TZVPD basis set

**Total charge**: +1
**E_tot**: -67410.2522 eV
**HOMO-LUMO gap**: 5.07 eV

Geometry as XYZ:
```
98
Properties=species:S:1:pos:R:3:forces:R:3:lowdin_charge:R:1
C -2.45233 5.03452 4.24103 0.283 -0.132 0.620 -0.120
C -3.05687 3.56263 4.65664 -0.736 0.848 0.625 -0.192
C -3.85122 2.78375 3.44337 0.651 0.229 0.162 -0.176
F -5.07948 3.56880 3.06569 3.314 -2.297 0.736 -0.095
C -2.96037 2.60956 2.05992 1.164 0.400 -3.915 0.024
C -3.45673 3.28788 0.61355 3.988 -2.096 -0.231 0.093
C -2.42116 3.06214 -0.68131 -0.491 -1.019 4.932 -0.392
Cl -2.76935 3.77016 -2.35815 0.777 -1.515 3.428 0.620
C -1.05735 2.17604 -0.28718 -0.892 -0.025 0.617 -0.070
C 0.06038 1.93302 -1.50484 -0.250 1.408 0.409 -0.145
C 1.60204 1.81037 -0.96120 1.333 -0.060 -0.339 -0.202
C 2.41434 0.47739 -1.50773 0.557 0.432 0.728 -0.196
C 2.25616 0.20076 -3.11573 -0.883 -0.144 0.469 -0.193
C 1.28034 -1.11054 -3.29667 0.247 -0.351 -0.660 -0.218
C 2.03792 -2.51160 -2.89618 -0.326 -0.798 0.020 -0.184
C 1.24116 -3.36838 -1.70775 0.769 -0.585 0.049 -0.149
C 1.98401 -3.17132 -0.22403 -0.796 1.716 -1.307 -0.179
O 1.90515 -4.36681 0.62994 3.408 -0.067 -0.833 -0.177
C 3.20152 -5.06180 0.60216 4.410 0.286 3.767 -0.298
C 3.51740 -6.10947 -0.62155 -0.723 0.161 0.787 -0.009
O 4.12822 -4.88071 1.55498 -6.378 -0.828 -5.894 -0.012
N -0.76959 1.59469 1.05188 -2.961 2.915 -3.694 0.103
N -1.66567 1.83142 2.05008 -3.621 2.135 0.207 0.010
H -2.69878 5.82425 5.09300 0.451 -1.775 -1.907 0.099
H -2.94128 5.40205 3.24286 1.157 -0.640 1.881 0.083
H -1.26987 4.96166 4.19923 -2.575 0.289 -0.300 0.090
H -2.23114 2.88675 5.17143 -1.746 1.162 -1.385 0.127
H -3.86329 3.76628 5.51235 1.563 -0.775 -2.013 0.137
H -4.10884 1.71010 3.84440 -0.101 2.162 -1.079 0.167
H -4.46470 3.89229 0.52984 2.337 -1.420 0.305 0.127
H 0.01581 2.93701 -2.14923 -0.170 -2.212 1.439 0.113
H -0.25507 1.07313 -2.24550 0.471 1.526 1.836 0.122
H 1.72134 1.81259 0.20492 -0.616 0.049 -2.199 0.098
H 2.21002 2.76139 -1.34924 -1.488 -2.015 0.798 0.125
H 2.06124 -0.43932 -0.83316 0.657 1.795 -1.723 0.102
H 3.56065 0.65152 -1.23143 -2.588 -0.328 -0.552 0.101
H 3.32055 0.07881 -3.60836 -2.335 0.004 0.927 0.126
H 1.72282 1.11598 -3.65053 1.201 -1.758 1.131 0.115
H 0.31610 -1.01917 -2.61897 1.959 0.005 -1.199 0.095
H 0.92276 -1.19778 -4.41098 0.755 0.259 2.292 0.088
H 3.15779 -2.31227 -2.57787 -2.276 -0.344 -0.507 0.117
H 2.09390 -3.26241 -3.81936 -0.171 1.942 1.810 0.103
H 1.30636 -4.51433 -1.97432 -0.174 2.283 0.591 0.102
H 0.08135 -3.09879 -1.66191 2.606 -0.472 -0.029 0.121
H 1.36861 -2.29767 0.30080 1.571 -1.962 -0.703 0.126
H 3.11207 -2.81995 -0.37497 -2.460 -0.797 0.395 0.143
H 3.84674 -7.13091 -0.12548 -0.541 2.288 -1.001 0.110
H 2.52880 -6.30295 -1.22279 2.080 0.482 1.049 0.084
H 4.39615 -5.66565 -1.26895 -1.893 -0.928 1.325 0.108
H -1.42132 1.39601 2.99345 -0.150 0.705 -1.888 0.186
C -0.18162 -6.46209 1.05081 -0.362 -0.275 0.575 -0.321
O -0.36348 -6.97549 -0.04627 -0.044 0.104 0.695 0.001
N -0.77551 -6.86300 2.22879 0.569 0.450 -1.064 -0.207
C -0.50731 -6.20202 3.48894 -0.087 -0.186 -0.156 -0.063
C -1.69692 -7.98022 2.20773 0.023 -0.070 -0.284 -0.052
H 0.49970 -5.60547 1.18038 -0.338 -0.290 0.122 0.101
H -0.08894 -6.93116 4.18869 -0.018 0.209 0.132 0.091
H -1.44600 -5.80626 3.88740 0.131 0.044 0.179 0.085
H 0.20236 -5.38038 3.35965 -0.080 -0.161 -0.080 0.086
H -1.17478 -8.86529 1.83180 -0.235 -0.006 0.043 0.094
H -2.52499 -7.74607 1.53190 0.014 -0.215 0.089 0.092
H -2.08511 -8.17998 3.21013 0.132 0.107 -0.162 0.087
C 4.96109 1.34285 1.31048 0.123 0.732 -0.127 -0.319
O 5.27176 1.19625 0.13480 -0.244 0.429 0.876 -0.007
N 4.83886 2.55316 1.95955 -0.018 -1.351 -0.464 -0.209
C 4.46601 2.64262 3.35589 0.119 0.091 -0.181 -0.067
C 5.09074 3.77493 1.22370 0.123 -0.119 -0.285 -0.046
H 4.74761 0.47990 1.96205 -0.004 0.081 0.076 0.134
H 3.54211 3.22216 3.43877 0.042 -0.016 0.219 0.083
H 5.26708 3.14683 3.90414 -0.191 -0.051 0.159 0.093
H 4.30682 1.64990 3.78555 0.065 0.125 -0.141 0.085
H 4.39912 3.82993 0.37755 0.158 0.155 0.004 0.083
H 6.11544 3.75491 0.84048 -0.161 0.175 -0.057 0.098
H 4.95535 4.64849 1.86709 0.012 -0.242 -0.048 0.090
C 2.56225 -1.67005 -7.35141 0.108 -0.938 0.009 -0.303
O 2.06233 -1.38731 -6.26958 0.355 -0.433 -0.684 -0.012
N 2.90020 -2.94031 -7.76774 -0.323 1.548 0.311 -0.204
C 3.48918 -3.19262 -9.06629 -0.035 -0.114 0.123 -0.062
C 2.65944 -4.05915 -6.88013 -0.135 0.162 0.245 -0.050
H 2.78744 -0.89529 -8.10229 0.033 -0.117 -0.036 0.133
H 2.83474 -3.86658 -9.62649 0.185 0.049 -0.127 0.091
H 4.46719 -3.66196 -8.92576 -0.045 0.022 -0.226 0.092
H 3.61449 -2.26376 -9.62927 -0.054 -0.121 0.162 0.086
H 1.59114 -4.10603 -6.64806 0.131 -0.148 0.096 0.095
H 3.21533 -3.90236 -5.95078 -0.111 -0.177 -0.024 0.083
H 2.97655 -4.99652 -7.34506 -0.039 0.255 0.015 0.091
C -6.89450 7.69433 4.08949 -0.818 0.372 -0.343 -0.327
O -7.14415 8.88491 4.23242 0.068 -1.223 -0.268 0.014
N -7.70162 6.78051 3.44562 0.987 0.580 0.632 -0.209
C -7.33417 5.38570 3.31807 -0.183 0.341 0.088 -0.079
C -8.95696 7.22733 2.87810 -0.026 0.356 0.083 -0.047
H -5.96607 7.24897 4.48252 -0.001 -0.134 -0.026 0.122
H -7.27459 5.13141 2.25594 0.040 -0.220 0.072 0.085
H -8.10072 4.77257 3.80077 0.144 -0.174 -0.105 0.095
H -6.36750 5.18825 3.78924 -0.281 0.204 -0.058 0.056
H -8.75529 8.00688 2.13719 -0.219 -0.052 0.068 0.095
H -9.57724 7.64995 3.67429 -0.061 0.008 -0.233 0.097
H -9.48413 6.39559 2.40303 0.184 0.099 0.129 0.088
```
Forces are in eV/Å.



Calculated largest force on an atom in order - 7.706; 8.724 eV Å⁻¹